[1]
The following is a quantum chemistry calculation of C19H35N3P2Pd as an isolated structure in a non-equilibrium geometry, from OMol25.

As for the charge: +2. For the lowest unoccupied orbital energy, the calculation gives -6.98 eV. For the HOMO energy, the calculation gives -14.443 eV. The calculation puts the total energy at -46786.8589 eV.

Atoms and positions in Å:
Pd: 0.6982 -0.0571 0.1903
C: 3.2770 -0.3119 2.5649
P: 2.8940 -0.5844 0.8220
C: 4.1002 0.3826 -0.1186
C: 3.2646 -2.3457 0.4414
C: 2.5423 -2.6472 -0.8772
P: 0.8450 -2.0442 -0.6463
C: -0.0374 -3.2712 0.3416
C: 0.0423 -1.9827 -2.2579
H: 4.3258 -0.5552 2.7455
H: 2.6484 -0.9419 3.1925
H: 3.1089 0.7309 2.8319
H: 5.1121 0.0258 0.0798
H: 4.0318 1.4322 0.1685
H: 3.8834 0.3097 -1.1831
H: 2.8585 -2.9600 1.2493
H: 4.3374 -2.5363 0.3940
H: 2.5474 -3.6980 -1.1734
H: 2.9801 -2.0718 -1.6977
H: 0.0046 -4.2413 -0.1578
H: -1.0767 -2.9619 0.4455
H: 0.4042 -3.3636 1.3320
H: 0.1106 -2.9693 -2.7238
H: 0.5382 -1.2452 -2.8872
H: -1.0089 -1.7189 -2.1490
C: -4.5134 -0.0655 0.8158
C: -3.8744 0.8541 1.8486
N: -2.9023 0.1824 2.7200
C: -3.3511 -0.1019 4.0913
C: -4.2521 -1.3230 4.1797
C: -1.6928 -0.1531 2.2731
C: -0.7636 -0.8838 3.1971
N: -1.2603 0.1447 1.0660
H: -5.2275 0.4986 0.2182
H: -5.0479 -0.8804 1.2990
H: -3.7821 -0.5041 0.1367
H: -4.6454 1.2650 2.4980
H: -3.3918 1.7145 1.3750
H: -3.8778 0.7866 4.4422
H: -2.4827 -0.2127 4.7362
H: -5.1770 -1.1773 3.6243
H: -4.5181 -1.5117 5.2184
H: -3.7541 -2.2110 3.7888
H: -0.4126 -0.2187 3.9874
H: 0.0991 -1.2207 2.6261
H: -1.2483 -1.7368 3.6681
H: -1.9563 0.6591 0.5369
N: 0.9858 1.2528 -1.7362
C: 1.0494 1.9735 -2.6336
C: 1.1396 2.8625 -3.7474
C: 2.3593 3.0232 -4.4071
C: 2.4314 3.8888 -5.4822
C: 1.3000 4.5840 -5.8910
C: 0.0887 4.4211 -5.2301
C: -0.0005 3.5590 -4.1529
H: 3.2337 2.4796 -4.0776
H: 3.3689 4.0245 -6.0021
H: 1.3633 5.2604 -6.7319
H: -0.7842 4.9684 -5.5552
H: -0.9352 3.4247 -3.6270

Atoms 1-2, force components in eV/Å:
0.762 -0.223 0.950
-0.084 -0.004 -0.002

Atom charges from the Löwdin analysis, given in e for atoms 1 to 5: atom 1 (Pd): 0.513, atom 2 (C): -0.219, atom 3 (P): 0.792, atom 4 (C): -0.226, atom 5 (C): -0.362



[2]
The following is a quantum chemistry calculation of a 2-piece molecular cluster, C3H3NOS2 overall in a non-equilibrium geometry, from OMol25.

For the lowest unoccupied orbital energy, the calculation gives 0.21 eV. As for the SMILES: O=C1S[C@@H]1S.C#N. For the HOMO energy, the calculation gives -9.379 eV. The calculation puts the total energy at -28364.4779 eV.

Atoms and positions in Å:
O: 1.4268 -1.6234 -0.5307
C: 0.5266 -0.8740 -0.6002
S: 0.0887 0.4262 -1.7488
C: -0.5079 -0.2408 0.0185
S: -0.6397 0.9493 1.4700
H: -1.4452 -0.8476 0.0149
H: 0.4836 0.4008 1.8931
C: 0.8683 -2.6279 2.0469
N: 0.0430 -2.0303 1.5291
H: 1.6179 -3.2306 2.4723

Atoms 1-2, force components in eV/Å:
0.852 -1.092 -0.224
3.064 0.751 -1.813

Atom charges from the Löwdin analysis, given in e for atoms 1 to 5: atom 1 (O): 0.064, atom 2 (C): -0.910, atom 3 (S): 0.828, atom 4 (C): -0.787, atom 5 (S): 0.714



[3]
The following is a quantum chemistry calculation of a 2-piece molecular cluster, C10H26FN5Si2 overall in a non-equilibrium geometry, from OMol25.

For the lowest unoccupied orbital energy, the calculation gives -1.36 eV. For the HOMO energy, the calculation gives -5.278 eV. The calculation puts the total energy at -36712.5493 eV.

Atoms and positions in Å:
C: 0.3860 0.9060 -5.8325
C: 1.2528 1.2766 -4.5514
F: 2.1638 2.3356 -4.9681
N: 0.4532 1.8763 -3.4420
C: 1.1047 2.3556 -2.3799
N: 0.4873 3.0108 -1.2216
C: 1.5465 3.3855 -0.3389
N: 2.8149 2.9525 -0.8752
N: 2.4876 2.3829 -2.0595
H: 0.3328 1.8607 -6.4727
H: -0.6812 0.5851 -5.6140
H: 0.9293 0.1353 -6.4817
H: 1.8795 0.3827 -4.1905
H: -0.5710 1.9151 -3.5402
H: 1.4531 3.9415 0.6500
H: 3.7426 3.0973 -0.4490
H: 3.2608 2.0139 -2.6224
C: -0.7635 -1.9346 -1.2035
Si: -0.8378 -1.1078 0.4983
C: -2.4240 -0.0976 0.5470
C: 0.6259 0.0707 0.5950
N: -0.7873 -2.3360 1.6988
Si: -0.8379 -1.9558 3.3796
C: -2.4254 -1.0849 3.8873
C: 0.6241 -0.9113 3.9398
C: -0.7636 -3.5717 4.3584
H: -0.7927 -1.1741 -1.9951
H: 0.1603 -2.5077 -1.3150
H: -1.6135 -2.6054 -1.3439
H: -2.5108 0.5153 -0.3589
H: -2.4470 0.5793 1.4018
H: -3.2984 -0.7518 0.5927
H: 1.5659 -0.4784 0.6749
H: 0.5422 0.7503 1.4464
H: 0.6700 0.6899 -0.3075
H: -2.4482 -0.0491 3.5415
H: -2.5145 -1.0652 4.9792
H: -3.2996 -1.6061 3.4888
H: 1.5649 -1.3305 3.5734
H: 0.6723 -0.8826 5.0341
H: 0.5409 0.1205 3.5910
H: 0.1588 -4.1142 4.1389
H: -1.6146 -4.2120 4.1135
H: -0.7896 -3.3628 5.4330

Atoms 1-2, force components in eV/Å:
0.333 0.843 -0.391
-0.249 0.136 -0.863

Atom charges from the Löwdin analysis, given in e for atoms 1 to 5: atom 1 (C): -0.024, atom 2 (C): -0.281, atom 3 (F): -0.063, atom 4 (N): 0.140, atom 5 (C): -0.241



[4]
The following is a quantum chemistry calculation of C26H65IO10 as an isolated structure in a non-equilibrium geometry, from OMol25.

For the lowest unoccupied orbital energy, the calculation gives -0.27 eV. For the HOMO energy, the calculation gives -9.191 eV. The calculation puts the total energy at -56587.5744 eV.

Atoms and positions in Å:
C: -1.8614 1.6151 3.0729
C: -0.5572 1.9618 2.1040
C: 0.7866 1.7280 3.0145
C: -0.7752 3.4981 1.5699
O: -0.0857 3.8123 0.3048
C: 1.3713 3.9200 0.4783
O: 2.0105 4.7089 1.3543
O: 2.2475 3.0611 -0.3766
I: 1.1617 2.5300 -1.9993
H: -1.8354 2.4240 3.9342
H: -1.7152 0.5573 3.5652
H: -2.8848 1.6372 2.4945
H: -0.5873 1.2128 1.1885
H: 1.6406 1.3764 2.2583
H: 0.5716 0.8741 3.8098
H: 1.2064 2.6910 3.5371
H: -0.5510 4.2833 2.4404
H: -1.9459 3.6121 1.3655
C: -1.5973 -3.6758 2.3610
C: -1.6776 -2.1637 2.2245
C: -2.6067 -1.7580 1.0914
O: -0.3746 -1.6420 1.9765
H: -1.2017 -4.1314 1.4464
H: -0.9157 -3.9532 3.1722
H: -2.5820 -4.1062 2.5681
H: -2.0317 -1.7275 3.1648
H: -2.2469 -2.1456 0.1317
H: -2.6451 -0.6675 0.9970
H: -3.6216 -2.1310 1.2604
H: -0.0522 -2.0240 1.1433
C: 4.4761 -2.0242 0.4470
C: 3.9085 -0.6149 0.5022
C: 4.6466 0.2405 1.5197
O: 2.5273 -0.6751 0.8490
H: 4.3760 -2.5252 1.4164
H: 3.9273 -2.6318 -0.2805
H: 5.5340 -2.0130 0.1671
H: 3.9777 -0.1511 -0.4878
H: 4.5525 -0.1802 2.5272
H: 4.2193 1.2482 1.5574
H: 5.7096 0.3196 1.2720
H: 2.4562 -1.0856 1.7268
C: -2.3146 -0.6154 -3.7605
C: -2.3949 0.8967 -3.8971
C: -3.3240 1.3024 -5.0301
O: -1.0919 1.4184 -4.1450
H: -1.9190 -1.0710 -4.6751
H: -1.6330 -0.8928 -2.9493
H: -3.2993 -1.0458 -3.5534
H: -2.7490 1.3329 -2.9567
H: -2.9642 0.9147 -5.9898
H: -3.3624 2.3929 -5.1245
H: -4.3389 0.9294 -4.8611
H: -0.7695 1.0364 -4.9783
C: -6.3601 -2.1586 -6.5430
C: -5.6704 -0.8334 -6.8251
C: -6.1005 -0.2590 -8.1655
O: -4.2582 -1.0265 -6.8254
H: -6.1047 -2.9034 -7.3051
H: -6.0316 -2.5662 -5.5809
H: -7.4478 -2.0405 -6.5205
H: -5.9033 -0.1200 -6.0272
H: -5.8359 -0.9364 -8.9853
H: -5.5869 0.6884 -8.3608
H: -7.1805 -0.0840 -8.1917
H: -4.0421 -1.6587 -7.5309
C: 8.2557 -0.9314 3.3930
C: 7.2955 -0.1585 4.2830
C: 7.9752 0.3030 5.5624
O: 6.1841 -0.9882 4.6115
H: 8.6229 -1.8304 3.9005
H: 7.7495 -1.2677 2.4818
H: 9.1142 -0.3148 3.1096
H: 6.9069 0.7093 3.7390
H: 8.3325 -0.5523 6.1468
H: 7.2689 0.8471 6.1986
H: 8.8254 0.9566 5.3440
H: 6.5197 -1.7614 5.0948
C: -4.9597 -7.1754 3.7522
C: -5.4092 -6.1567 2.7170
C: -6.3280 -6.7865 1.6821
O: -4.2660 -5.6110 2.0637
H: -4.3981 -7.9903 3.2819
H: -4.2894 -6.7108 4.4833
H: -5.8159 -7.6023 4.2835
H: -5.9277 -5.3301 3.2149
H: -5.8149 -7.5877 1.1384
H: -6.6336 -6.0446 0.9366
H: -7.2252 -7.2017 2.1514
H: -3.7994 -6.3380 1.6188
C: 4.8680 7.2797 -0.3531
C: 4.0118 7.1267 -1.6001
C: 2.7543 7.9773 -1.5169
O: 3.6466 5.7580 -1.7575
H: 4.3220 6.9540 0.5394
H: 5.7633 6.6525 -0.4218
H: 5.1786 8.3196 -0.2127
H: 4.5929 7.4144 -2.4831
H: 2.1333 7.6764 -0.6656
H: 2.1419 7.8477 -2.4156
H: 3.0015 9.0381 -1.4113
H: 3.1303 5.4939 -0.9779

Atoms 1-2, force components in eV/Å:
0.700 0.338 0.051
-0.832 -0.159 0.573

Atom charges from the Löwdin analysis, given in e for atoms 1 to 5: atom 1 (C): -0.115, atom 2 (C): -0.337, atom 3 (C): -0.092, atom 4 (C): -0.162, atom 5 (O): -0.197